1.
Density functional theory data (ωB97M-V with the def2-TZVPD basis set) for a structure of composition C34H30BN4O6Tb.

Last column: Löwdin spin population.
Element x y z (Å)
Tb1 0.888 1.232 0.129  6.11
O1 1.039 -1.080 0.843  -0.01
C1 2.273 -1.837 0.735  0.00
C2 3.318 -0.796 0.258  0.00
O2 4.501 -1.038 0.364  0.00
O3 2.804 0.271 -0.259  -0.01
C3 2.535 -2.399 2.127  0.00
C4 1.738 -3.459 2.556  0.00
C5 1.818 -3.925 3.858  0.00
C6 2.709 -3.340 4.747  0.00
C7 3.513 -2.294 4.322  0.00
C8 3.428 -1.820 3.020  0.00
C9 2.131 -2.911 -0.330  0.00
C10 1.141 -2.823 -1.299  0.00
C11 1.043 -3.806 -2.277  0.00
C12 1.936 -4.864 -2.296  0.00
C13 2.942 -4.937 -1.340  0.00
C14 3.040 -3.964 -0.361  0.00
H1 0.389 -1.567 1.362  0.00
H2 1.062 -3.939 1.856  0.00
H3 1.196 -4.751 4.176  0.00
H4 2.783 -3.701 5.764  0.00
H5 4.216 -1.837 5.007  0.00
H6 4.070 -1.015 2.697  0.00
H7 0.453 -1.987 -1.319  0.00
H8 0.269 -3.735 -3.031  0.00
H9 1.856 -5.628 -3.058  0.00
H10 3.653 -5.753 -1.358  0.00
H11 3.827 -4.010 0.382  0.00
O4 -2.085 1.732 -0.656  0.00
C15 -1.884 1.660 -2.079  0.00
C16 -0.345 1.690 -2.016  -0.01
O5 0.287 0.601 -2.048  -0.01
O6 0.197 2.716 -1.519  -0.01
C17 -2.379 0.336 -2.635  0.00
C18 -2.557 0.176 -4.004  0.00
C19 -2.929 -1.054 -4.525  0.00
C20 -3.133 -2.137 -3.681  0.00
C21 -2.964 -1.981 -2.314  0.00
C22 -2.582 -0.751 -1.794  0.00
C23 -2.503 2.850 -2.788  0.00
C24 -1.766 3.771 -3.517  0.00
C25 -2.402 4.826 -4.160  0.00
C26 -3.776 4.977 -4.070  0.00
C27 -4.521 4.057 -3.344  0.00
C28 -3.887 2.997 -2.719  0.00
H12 -2.999 1.953 -0.444  0.00
H13 -2.407 1.014 -4.674  0.00
H14 -3.063 -1.163 -5.593  0.00
H15 -3.425 -3.096 -4.087  0.00
H16 -3.122 -2.818 -1.646  0.00
H17 -2.444 -0.633 -0.727  0.00
H18 -0.689 3.693 -3.583  0.00
H19 -1.813 5.536 -4.725  0.00
H20 -4.268 5.803 -4.567  0.00
H21 -5.596 4.157 -3.275  0.00
H22 -4.485 2.260 -2.192  0.00
B1 0.014 3.256 2.322  -0.01
N1 -0.949 2.078 2.643  0.00
C29 -2.008 1.975 3.452  0.00
C30 -2.504 0.687 3.372  0.00
C31 -1.671 0.058 2.448  0.00
N2 -0.729 0.900 2.023  -0.01
N3 1.466 2.891 2.736  0.00
C32 2.099 2.967 3.911  0.00
C33 3.361 2.414 3.772  0.00
C34 3.404 1.981 2.448  0.00
N4 2.265 2.281 1.825  -0.02
H23 -0.371 4.248 2.872  0.00
H24 0.036 3.402 1.109  0.00
H25 -2.322 2.826 4.033  0.00
H26 -3.340 0.264 3.899  0.00
H27 -1.714 -0.952 2.072  0.00
H28 1.610 3.433 4.750  0.00
H29 4.131 2.348 4.519  0.00
H30 4.190 1.487 1.897  0.00

Computed properties:
Relative energy (zero: lowest compared OMol25 entry of this formula, charge and spin) = 0.0000 eV
Total charge = 0
Kohn-Sham gap (spin up / spin down) = 9.40 / 9.41 eV
2S+1 = 7



2.
Density functional theory data (ωB97M-V with the def2-TZVPD basis set) for a structure of composition C34H30Br2N5O6S2Tb at a distorted geometry.

Last column: Löwdin spin population.
Element x y z (Å)
Tb1 -0.327 0.419 0.148  6.10
O1 0.449 1.970 1.753  -0.01
S1 0.594 3.113 0.823  0.00
O2 1.754 3.923 0.998  0.00
O3 0.376 2.550 -0.529  -0.01
C1 -0.837 4.143 1.124  0.00
C2 -0.552 5.431 1.539  0.00
C3 -1.569 6.339 1.820  0.00
C4 -2.883 5.955 1.682  0.00
C5 -3.188 4.663 1.263  0.00
C6 -2.189 3.747 0.981  0.00
S2 -2.788 2.133 0.473  0.00
O4 -2.179 1.162 1.415  -0.01
O5 -2.201 1.808 -0.840  -0.01
O6 -4.218 2.194 0.515  0.00
H1 0.484 5.722 1.637  0.00
H2 -1.319 7.340 2.144  0.00
H3 -3.684 6.650 1.897  0.00
H4 -4.218 4.358 1.151  0.00
Br1 -6.180 -4.235 0.306  0.00
C7 -4.671 -3.134 0.074  0.00
C8 -4.821 -1.786 -0.182  0.00
C9 -3.665 -1.039 -0.316  0.00
N1 -2.429 -1.530 -0.208  -0.01
C10 -2.302 -2.846 -0.015  0.00
C11 -3.406 -3.680 0.147  0.00
C12 -0.913 -3.412 -0.003  0.00
C13 -0.712 -4.787 0.071  0.00
C14 0.586 -5.261 0.077  0.00
Br2 0.903 -7.115 0.175  0.00
C15 1.639 -4.375 0.004  0.00
C16 1.335 -3.024 -0.077  0.00
N2 0.094 -2.542 -0.079  0.00
H5 -5.790 -1.317 -0.265  0.00
H6 -3.749 0.014 -0.534  0.00
H7 -3.298 -4.736 0.331  0.00
H8 -1.529 -5.488 0.116  0.00
H9 2.667 -4.708 0.005  0.00
H10 2.120 -2.279 -0.143  0.00
C17 5.097 0.817 1.221  0.00
C18 4.703 0.072 -0.062  0.00
C19 5.324 -1.331 -0.049  0.00
C20 5.213 0.851 -1.281  0.00
C21 3.235 -0.028 -0.129  0.00
C22 2.016 -0.059 -0.189  -0.02
H11 6.184 0.922 1.276  0.00
H12 4.757 0.270 2.102  0.00
H13 4.645 1.809 1.243  0.00
H14 6.414 -1.263 -0.001  0.00
H15 5.054 -1.883 -0.951  0.00
H16 4.978 -1.897 0.818  0.00
H17 6.302 0.944 -1.238  0.00
H18 4.776 1.849 -1.304  0.00
H19 4.942 0.340 -2.206  0.00
N3 -0.296 -0.264 6.522  0.00
C23 -0.318 -0.498 5.171  0.00
C24 -1.516 -0.784 4.507  0.00
C25 -1.493 -0.999 3.149  0.00
N4 -0.378 -0.989 2.405  -0.01
C26 0.763 -0.745 3.062  0.00
C27 0.853 -0.491 4.412  0.00
H20 -1.162 -0.030 6.974  0.00
H21 0.520 0.175 6.910  0.00
H22 -2.459 -0.807 5.038  0.00
H23 -2.419 -1.174 2.614  0.00
H24 1.657 -0.743 2.445  0.00
H25 1.815 -0.279 4.858  0.00
N5 -0.598 -0.238 -2.290  -0.01
C28 -0.569 -0.193 -3.434  0.00
C29 -0.531 -0.100 -4.872  0.00
C30 -0.264 -1.229 -5.638  0.00
C31 -0.234 -1.112 -7.017  0.00
C32 -0.467 0.120 -7.614  0.00
C33 -0.731 1.242 -6.840  0.00
C34 -0.766 1.140 -5.460  0.00
H26 -0.080 -2.180 -5.156  0.00
H27 -0.026 -1.981 -7.627  0.00
H28 -0.442 0.206 -8.692  0.00
H29 -0.910 2.198 -7.312  0.00
H30 -0.968 2.002 -4.840  0.00

Computed properties:
Relative energy (zero: lowest compared OMol25 entry of this formula, charge and spin) = 0.0165 eV
Total charge = 0
Kohn-Sham gap (spin up / spin down) = 7.89 / 7.89 eV
2S+1 = 7



3.
Density functional theory data (ωB97M-V with the def2-TZVPD basis set) for a structure of composition C34H30IrN5O2S2 at a distorted geometry.

Last column: Löwdin spin population.
Element x y z (Å)
Ir1 0.502 1.080 0.437  0.90
C1 -8.573 -1.237 1.563  0.00
O1 -8.690 -0.336 0.450  0.06
C2 -8.008 0.804 0.465  0.09
C3 -7.193 1.218 1.532  0.01
C4 -6.494 2.402 1.429  0.10
C5 -6.609 3.184 0.270  0.09
C6 -7.506 2.812 -0.747  0.07
C7 -8.184 1.629 -0.657  -0.01
N1 -5.933 4.387 0.102  0.83
N2 -4.910 4.834 0.648  0.59
C8 -3.697 4.219 0.863  0.24
C9 -2.957 4.662 1.965  0.08
C10 -1.760 4.069 2.319  0.13
C11 -1.238 3.033 1.540  0.14
O2 -0.118 2.426 1.830  0.29
C12 -1.925 2.653 0.343  0.05
N3 -1.283 1.734 -0.438  0.03
C13 -1.816 1.394 -1.605  0.01
C14 -3.006 1.958 -2.063  0.03
C15 -3.666 2.873 -1.281  0.03
C16 -3.136 3.228 -0.027  0.04
H1 -9.111 -2.130 1.274  0.00
H2 -9.029 -0.807 2.454  0.00
H3 -7.529 -1.479 1.753  0.00
H4 -7.142 0.642 2.445  0.00
H5 -5.903 2.759 2.266  0.00
H6 -7.644 3.474 -1.597  0.00
H7 -8.879 1.314 -1.426  0.00
H8 -3.370 5.470 2.558  0.00
H9 -1.202 4.400 3.188  0.00
H10 -1.275 0.667 -2.199  0.00
H11 -3.387 1.676 -3.037  0.00
H12 -4.577 3.333 -1.643  0.00
S1 1.112 -0.368 -1.157  0.01
C17 2.597 -1.053 -0.588  0.02
N4 3.148 -2.052 -1.238  0.03
C18 4.337 -2.702 -0.648  0.00
C19 5.218 -1.654 -0.041  0.00
N5 4.440 -0.866 0.933  0.04
C20 5.126 -0.555 2.223  0.00
C21 5.297 -1.811 3.044  0.00
C22 6.561 -2.342 3.261  0.00
C23 6.712 -3.506 4.009  0.00
C24 5.598 -4.138 4.536  0.00
C25 4.329 -3.609 4.321  0.00
C26 4.179 -2.449 3.577  0.00
C27 3.214 -0.526 0.618  0.02
S2 2.329 0.597 1.608  0.04
C28 2.578 -2.610 -2.495  0.00
C29 2.886 -1.760 -3.708  0.00
C30 1.859 -1.385 -4.563  0.00
C31 2.133 -0.637 -5.704  0.00
C32 3.435 -0.254 -5.986  0.00
C33 4.466 -0.623 -5.130  0.00
C34 4.192 -1.377 -3.999  0.00
H13 4.871 -3.240 -1.424  0.00
H14 4.017 -3.419 0.111  0.00
H15 5.604 -0.978 -0.806  0.00
H16 6.052 -2.121 0.474  0.00
H17 4.552 0.193 2.756  0.00
H18 6.096 -0.123 1.980  0.00
H19 7.438 -1.840 2.859  0.00
H20 7.703 -3.912 4.184  0.00
H21 5.715 -5.043 5.122  0.00
H22 3.458 -4.097 4.744  0.00
H23 3.187 -2.031 3.419  0.00
H24 1.501 -2.718 -2.380  0.00
H25 2.995 -3.610 -2.598  0.00
H26 0.838 -1.686 -4.344  0.00
H27 1.327 -0.356 -6.373  0.00
H28 3.650 0.324 -6.877  0.00
H29 5.487 -0.332 -5.352  0.00
H30 5.012 -1.674 -3.349  0.00

Computed properties:
Relative energy (zero: lowest compared OMol25 entry of this formula, charge and spin) = 0.9787 eV
Total charge = +2
Kohn-Sham gap (spin up / spin down) = 4.26 / 4.60 eV
2S+1 = 5